Density functional theory data (ωB97M-V/def2-TZVPD) for a 2-piece molecular cluster, CH2F2N2 overall at a distorted geometry.

```
7
Properties=species:S:1:pos:R:3
F 1.615 1.519 -3.257
C 0.002 0.751 -1.319
F -0.685 1.880 -1.474
H -0.324 0.688 0.594
N 0.127 0.261 -0.144
N 1.712 0.513 -2.345
H 1.040 -0.293 -0.031
```

- frontier orbital gap (alpha / beta) (eV) = 8.3 / 7.6
- calculated total energy (eV) = -9477.9446
- E_HOMO (alpha / beta) (eV) = -8.4 / -7.7
- energy relative to the best compared isomer or geometry (same formula, charge and spin) (kJ/mol) = 547.2
- F_max (eV/Å) = 5.49
- net charge = 0